1.
Computed, not measured: a structure of composition C2H4N2O in a non-equilibrium geometry, with ωB97M-V/def2-TZVPD.

gap between HOMO and LUMO: 8.95 eV
calculated total energy: -263.22880 Eh
energy relative to the best compared isomer or geometry (same formula, charge and spin): 84.4 kcal per mole
net charge: 0
HOMO: -0.3035 hartree

The geometry in XYZ format:
```
9
Properties=species:S:1:pos:R:3:forces:R:3:lowdin_charge:R:1
H -2.038385 -1.430831 -0.221541 2.32 0.27 -1.38 0.157
C 0.941417 -0.140247 -0.504857 -1.74 0.85 1.48 -0.072
H 1.653553 -0.666098 -0.997984 2.42 -0.76 -1.31 0.070
C -0.329124 -0.416011 -0.309359 -1.84 -0.36 0.88 -0.366
O -1.174633 -1.392875 -0.777155 -1.75 0.74 1.94 0.030
H -0.632999 0.581868 1.584238 -1.01 -1.12 2.25 0.076
N -0.529280 0.700347 0.630692 0.14 0.46 -3.36 0.022
H 1.211703 1.873969 0.070335 -1.53 -2.58 1.38 0.160
N 0.897747 0.889878 0.525632 2.99 2.50 -1.87 -0.077
```
Positions in Å, forces in eV/Å.

---

2.
Computed, not measured: the molecule C2H4N2O in a non-equilibrium geometry, with ωB97M-V/def2-TZVPD.

gap between HOMO and LUMO: 10.69 eV
calculated total energy: -263.27992 Eh
energy relative to the best compared isomer or geometry (same formula, charge and spin): 52.3 kcal per mole
net charge: 0
HOMO: -0.3619 hartree
SMILES string: C=NNC=O

The geometry in XYZ format:
```
9
Properties=species:S:1:pos:R:3:forces:R:3:lowdin_charge:R:1
C -0.800849 -0.737779 -1.143273 2.39 2.41 1.45 -0.001
H -1.429681 0.174413 -1.225830 0.26 -1.09 0.54 0.090
H -0.715396 -1.533922 -1.768748 -1.50 -1.90 -2.70 0.027
C 0.219082 0.948901 0.911200 0.60 2.14 1.28 -0.409
H 0.685226 1.234802 1.842022 -0.16 1.13 1.03 0.123
O -0.546579 1.590205 0.245278 -1.00 0.54 -0.15 0.032
N 0.320822 -0.922396 -0.523380 0.03 -0.10 1.92 0.003
H 1.510279 -0.570142 1.056422 1.82 -1.01 1.21 0.105
N 0.757095 -0.184081 0.606310 -2.44 -2.13 -4.58 0.029
```
Positions in Å, forces in eV/Å.

---

3.
Computed, not measured: a cluster of 3 separate species, C2H4N2O2 in total in a non-equilibrium geometry, with ωB97M-V/def2-TZVPD.

gap between HOMO and LUMO (spin up / spin down): 5.62 / 4.48 eV
calculated total energy: -338.28560 Eh
energy relative to the best compared isomer or geometry (same formula, charge and spin): 74.0 kcal per mole
net charge: -2
HOMO (spin up / spin down): -0.0326 / -0.0296 hartree

The geometry in XYZ format:
```
10
Properties=species:S:1:pos:R:3:forces:R:3:lowdin_charge:R:1
N -16.602897 0.954441 -0.322048 0.16 3.62 4.52 0.022
H 15.932528 0.001572 1.325044 -0.20 0.36 -0.21 0.013
H 15.591316 -1.249679 -0.011263 -0.02 0.00 -0.07 -0.011
O -16.604528 1.737966 0.633279 0.02 -3.80 -4.56 -0.186
H -15.026560 -1.547902 -1.119890 0.15 0.14 -0.07 -0.263
C -14.087271 -1.090322 -0.712720 -0.48 -0.08 0.35 -0.315
O 14.721963 1.845582 -0.086172 0.20 -0.45 0.13 -0.391
H -14.307391 -1.022359 0.389235 0.14 0.11 -0.24 -0.258
N 14.885927 0.594745 -0.432653 -0.52 0.91 -0.54 -0.348
C 15.496913 -0.224044 0.337190 0.56 -0.82 0.69 -0.262
```
Positions in Å, forces in eV/Å.